ORCA calculation (wB97M-V/def2-TZVPD) on a cluster of 3 separate species, C26H54O3P in total.

Last column: Mulliken charge in e.
Geometry (Å):
C 4.222716 0.155260 0.022612  -1.38
C 3.438075 -0.014365 1.333270  0.47
C 3.329211 1.255026 2.191141  -1.11
C 2.124319 2.155366 1.936562  -0.22
C 2.009037 2.763300 0.521533  -0.53
C 0.588358 2.775046 -0.068942  -1.38
P -0.107313 1.044559 -0.553080  2.61
C -1.085407 1.819242 -2.044848  -1.43
C -2.221970 0.949221 -2.571582  0.07
C -1.754335 -0.181300 -3.490922  -1.21
C -1.624743 1.269782 0.643441  -1.79
O -2.426706 0.061191 0.809286  -0.26
C -2.790409 -0.215232 2.091259  0.28
C -3.564356 0.702066 2.802161  -0.14
C -3.980636 0.451690 4.116439  1.01
C -4.832680 1.453388 4.857534  -1.40
C -3.594393 -0.746002 4.719524  -1.05
C -2.834454 -1.661754 3.991494  -0.95
C -2.421132 -1.435348 2.672669  0.21
C -1.644347 -2.514343 1.948755  0.52
C -2.252927 -2.810545 0.553344  -1.50
C -0.141221 -2.221254 1.873349  -1.24
H 4.995644 0.913872 0.110581  0.24
H 3.517728 0.437203 -0.755348  0.40
H 4.641788 -0.800751 -0.281429  0.32
H 2.437078 -0.351451 1.074189  -0.40
H 3.919346 -0.787886 1.931191  0.39
H 3.252192 0.921577 3.230556  0.45
H 4.265356 1.815431 2.140304  0.36
H 1.195664 1.645880 2.179347  -0.06
H 2.211364 2.990100 2.637074  0.47
H 2.703558 2.328605 -0.192002  0.29
H 2.295230 3.815875 0.612235  0.43
H -0.045270 3.329858 0.636016  0.27
H 0.645608 3.385152 -0.970944  0.48
H 0.607714 0.399907 0.540310  -1.07
H -0.586937 -0.292820 -0.959127  -0.46
H 1.082311 0.856105 -1.434782  -0.28
H -0.395860 1.998109 -2.875882  0.47
H -1.471708 2.804246 -1.766362  0.41
H -2.900860 1.574969 -3.162471  0.41
H -2.826589 0.516873 -1.772283  -0.04
H -0.878622 -0.693802 -3.103837  0.39
H -2.552302 -0.918160 -3.553331  0.14
H -1.579406 0.167163 -4.507876  0.33
H -2.260730 2.088892 0.297833  0.25
H -1.212457 1.523576 1.620774  0.78
H -3.854681 1.637796 2.345623  0.46
H -5.768343 1.607716 4.324091  0.34
H -4.310015 2.396088 4.983503  0.30
H -5.104525 1.035674 5.823314  0.35
H -3.896832 -0.988318 5.728245  0.28
H -2.551278 -2.593697 4.463767  0.32
H -1.773405 -3.414316 2.547950  0.67
H -1.632304 -2.406008 -0.239442  0.30
H -3.219219 -2.324725 0.468106  0.29
H -2.423093 -3.879881 0.436934  0.37
H 0.214399 -1.612279 2.697956  0.33
H 0.090222 -1.753297 0.922266  0.04
H 0.404346 -3.166726 1.881251  0.40
C -6.749494 -0.322605 -5.875549  -1.34
C -5.256075 -0.128753 -6.098389  0.49
C -4.862484 -0.444711 -7.534561  -1.32
O -4.512007 -0.934878 -5.194186  -0.44
H -7.029659 -1.363717 -6.060930  0.35
H -7.012320 -0.091098 -4.843274  0.32
H -7.337701 0.315707 -6.537832  0.37
H -4.984709 0.901543 -5.865436  0.23
H -5.086308 -1.489515 -7.769263  0.35
H -3.791288 -0.299243 -7.675055  0.32
H -5.397685 0.190086 -8.243511  0.38
H -4.725813 -1.857437 -5.369264  0.29
C 9.102955 -2.147212 1.208813  -1.38
C 8.087669 -1.016201 1.297880  0.49
C 8.480853 0.003615 2.356671  -1.26
O 6.791829 -1.534096 1.571933  -0.46
H 9.160493 -2.682520 2.160971  0.35
H 8.805324 -2.866837 0.445710  0.33
H 10.098087 -1.770724 0.964730  0.38
H 8.008339 -0.521477 0.329105  0.26
H 8.519158 -0.467622 3.343082  0.34
H 7.742714 0.804384 2.404470  0.28
H 9.458536 0.440838 2.145205  0.38
H 6.819789 -1.979072 2.425380  0.30

Cartesian forces, eV/Å:
-0.744 -0.260 0.100
0.312 0.282 -0.172
-0.307 -0.518 0.281
0.292 0.440 -0.354
-0.429 0.383 0.237
0.450 -0.023 0.382
-0.034 -0.033 -0.896
-0.192 -0.098 0.020
0.111 0.161 -0.388
-0.448 -0.222 0.237
-0.013 -0.048 -0.044
0.421 -0.094 0.172
-0.139 0.323 -0.224
-0.116 -0.246 0.798
0.282 -0.182 -0.214
-0.012 -0.632 -0.183
0.152 0.063 -0.644
-0.055 0.278 -0.236
-0.278 -0.101 0.604
-0.256 0.250 -0.262
-0.071 0.031 0.481
-0.073 -0.502 -0.359
0.241 -0.001 -0.041
0.110 0.244 -0.199
0.303 -0.013 -0.006
-0.129 -0.155 0.141
0.041 -0.096 0.057
0.036 0.059 0.138
0.079 0.170 -0.152
0.002 -0.277 0.038
-0.133 0.039 0.174
0.027 -0.298 -0.015
0.307 0.056 -0.113
-0.206 -0.061 -0.021
-0.182 -0.027 -0.214
0.085 0.011 0.159
-0.114 -0.012 0.159
0.116 -0.001 0.108
0.247 0.005 0.036
-0.073 0.056 0.135
-0.214 -0.012 0.038
0.124 0.036 0.267
0.216 0.120 0.018
-0.035 -0.164 -0.157
0.240 0.101 -0.068
-0.209 0.020 0.077
0.031 0.103 0.111
0.075 0.031 -0.232
-0.050 0.270 -0.118
-0.055 0.193 0.067
0.068 0.158 0.249
-0.044 0.065 0.129
0.028 -0.113 0.011
-0.040 -0.068 0.188
0.068 -0.069 -0.143
-0.169 0.015 -0.094
0.193 -0.118 -0.209
0.038 0.132 0.074
0.106 0.442 0.036
0.114 -0.063 0.074
-0.031 0.085 0.118
-0.169 -0.341 -0.161
0.128 0.076 -0.022
-0.027 0.158 -0.001
0.015 0.003 -0.078
0.022 0.031 -0.006
0.000 -0.018 -0.008
0.070 -0.014 0.079
-0.079 0.009 0.004
-0.006 0.033 0.019
-0.010 -0.018 -0.001
0.006 -0.019 0.008
-0.028 -0.057 -0.133
0.139 -0.128 0.373
-0.073 0.131 -0.042
-0.039 0.012 -0.194
0.033 0.061 0.040
-0.003 0.030 -0.022
0.001 -0.002 0.019
-0.105 -0.014 -0.022
0.062 -0.046 -0.016
0.000 -0.003 -0.038
0.005 -0.013 0.014
-0.010 0.014 0.028

Calculated values
- Multiplicity: 1
- HOMO level: -3.2923 eV
- Frontier orbital gap: 5.812 eV
- Net charge: -1



ORCA calculation (wB97M-V/def2-TZVPD) on a cluster of 8 separate species, C31H65F3N2O7 in total at a distorted geometry.

Last column: Mulliken charge in e.
Geometry (Å):
C 5.646506 -4.985095 -2.050397  -1.19
C 6.631776 -5.939535 -2.639897  -0.18
O 5.804136 -6.848365 -3.283277  -0.21
C 6.172626 -8.185755 -3.280747  0.39
O 7.301506 -8.607895 -3.007657  -0.52
C 5.034496 -9.163655 -3.844487  0.82
F 3.932236 -8.510605 -4.171787  -0.23
F 5.486436 -9.720625 -4.983367  -0.24
F 4.709666 -10.129175 -2.988497  -0.24
H 5.174876 -5.519295 -1.225597  0.33
H 4.848526 -4.481395 -2.595947  0.30
H 6.099156 -4.245465 -1.389977  0.40
H 7.300646 -6.295905 -1.856487  0.32
H 7.204546 -5.474555 -3.442287  0.27
C 5.653686 7.475635 0.542433  -1.38
C 4.559626 8.151965 -0.242447  -0.38
N 5.072026 9.101105 -1.326297  0.12
C 6.160696 9.999695 -0.924837  -0.72
C 5.685796 10.968125 0.105963  -1.06
C 4.067296 9.681405 -2.249737  -0.42
C 3.407896 8.536865 -2.981777  -1.31
H 6.272646 7.047545 -0.246057  0.35
H 5.217736 6.725835 1.202623  0.42
H 6.232146 8.091405 1.231133  0.25
H 3.909526 7.338465 -0.564487  0.34
H 3.845326 8.653125 0.410783  0.38
H 7.084876 9.481875 -0.668197  0.36
H 6.355786 10.675275 -1.757687  0.37
H 5.664316 10.659395 1.151103  0.27
H 6.348406 11.833575 0.099803  0.43
H 4.779666 11.469365 -0.234307  0.27
H 4.532646 10.262505 -3.045897  0.33
H 3.377606 10.305745 -1.681737  0.32
H 4.209886 7.968695 -3.453047  0.33
H 2.672516 8.895995 -3.701737  0.41
H 2.859386 7.843225 -2.344527  0.30
C 1.035536 1.533735 6.664403  -1.38
C 0.289616 1.459565 7.965373  -0.34
N 0.129536 0.038745 8.428283  -0.13
C -0.290064 0.089705 9.848073  -0.49
C -0.220074 -1.296725 10.567363  -1.30
C -0.894124 -0.649675 7.599043  -0.52
C -2.299844 0.049225 7.730803  -1.05
H 1.861456 0.822635 6.681673  0.34
H 1.359446 2.561765 6.502123  0.42
H 0.438656 1.155475 5.834483  0.28
H 0.956406 1.942225 8.679883  0.39
H -0.604534 2.082375 7.938693  0.26
H 0.412516 0.746835 10.360563  0.41
H -1.199084 0.691175 9.844293  0.47
H 0.002396 -1.217045 11.631443  0.39
H -1.220704 -1.728905 10.573983  0.27
H 0.415636 -1.959635 9.980403  0.33
H -0.948284 -1.648045 8.033123  0.31
H -0.531534 -0.686005 6.571763  0.37
H -2.873364 -0.284825 6.866173  0.38
H -2.302114 1.137375 7.667473  0.29
H -2.813824 -0.195325 8.660383  0.29
C -7.260564 -7.661885 4.392253  -0.93
C -6.221934 -8.684185 4.860893  0.65
C -6.483294 -10.178125 4.545733  -0.95
O -5.364964 -8.311365 5.673193  -0.55
H -6.806324 -6.943735 3.709603  0.29
H -7.807074 -7.190835 5.209283  0.29
H -7.980104 -8.161085 3.743283  0.29
H -6.744144 -10.236515 3.489013  0.35
H -7.181304 -10.546015 5.297753  0.26
H -5.534254 -10.694125 4.691203  0.30
C -1.557214 0.194285 -1.535097  -0.97
C -2.546454 -0.003645 -0.345307  0.67
C -3.083724 -1.446865 -0.096677  -0.98
O -2.967314 0.912985 0.325153  -0.53
H -1.268754 1.241485 -1.444187  0.29
H -1.943934 -0.030995 -2.528977  0.31
H -0.717854 -0.454745 -1.285437  0.30
H -4.164474 -1.495375 0.036433  0.33
H -2.668784 -1.919125 0.793773  0.27
H -2.983404 -2.129765 -0.940287  0.31
C -12.146974 0.616505 4.200923  -0.88
C -10.639664 0.759925 4.020273  0.66
C -10.032444 2.214015 4.003393  -1.01
O -9.919794 -0.200695 3.907073  -0.53
H -12.609044 1.602235 4.255013  0.28
H -12.237304 0.086835 5.149293  0.27
H -12.572414 0.027255 3.388603  0.30
H -10.418624 2.762585 4.862473  0.33
H -10.080894 2.715275 3.036703  0.27
H -8.971814 2.176975 4.251993  0.32
C 3.166076 1.759985 -8.151487  -0.96
C 4.191156 0.994765 -8.933397  0.70
C 4.249826 1.177295 -10.417207  -0.98
O 4.923786 0.255585 -8.387077  -0.52
H 2.534986 1.111545 -7.543737  0.27
H 2.665636 2.481655 -8.797127  0.30
H 3.574116 2.426135 -7.391317  0.30
H 5.039556 1.913565 -10.566637  0.25
H 3.323446 1.559205 -10.846227  0.33
H 4.547696 0.225345 -10.856717  0.32
C -1.845814 -5.113695 -11.959337  -1.00
C -1.447244 -3.672725 -11.458837  0.69
C -1.809684 -3.319605 -10.021227  -0.95
O -0.773974 -2.923735 -12.154817  -0.56
H -1.208694 -5.159125 -12.842577  0.32
H -2.848414 -5.108195 -12.386977  0.28
H -1.732224 -5.892975 -11.205727  0.33
H -0.953304 -3.098805 -9.384067  0.29
H -2.471914 -4.027445 -9.522707  0.28
H -2.230494 -2.314155 -10.030567  0.31

Cartesian forces, eV/Å:
-0.334 0.843 2.725
0.399 2.270 -0.633
-0.698 -4.926 -0.431
2.414 0.355 0.002
-3.451 1.100 -0.473
0.701 0.726 -0.397
-0.373 0.402 0.221
0.217 -0.062 0.491
0.383 0.197 0.059
-0.644 -0.505 -0.239
0.458 -0.406 -0.664
0.638 0.514 -0.584
-0.154 -0.591 -0.284
0.444 0.086 0.204
0.125 0.111 -0.102
-0.447 1.637 -0.358
0.342 -1.700 -0.107
-1.395 0.070 -0.320
0.679 1.743 0.858
0.526 -1.191 1.085
-0.605 -0.263 -0.009
0.471 -0.394 0.517
-0.010 -0.322 -0.334
0.136 0.370 -0.400
0.347 0.086 -1.130
0.076 0.682 0.461
-0.147 -0.139 0.059
0.294 -0.569 -0.536
-0.456 -0.324 -0.133
0.520 0.061 0.208
-0.495 -0.524 0.320
0.423 0.322 0.447
-0.431 0.229 -0.186
-0.190 -0.014 -0.272
0.171 0.024 -0.253
0.067 0.105 0.187
-0.227 -0.663 -0.578
1.211 -0.895 0.664
-0.267 1.225 -0.250
1.210 -0.006 -0.158
-1.691 0.906 -0.763
-0.348 1.298 1.622
0.370 -0.748 -0.883
0.378 0.359 0.242
0.097 -0.166 -0.334
-0.225 0.485 -0.229
-0.106 -0.063 0.361
-0.359 -0.227 0.065
0.306 -0.015 -0.127
-0.697 -0.606 0.787
0.596 0.072 -0.236
-0.105 -0.302 -0.199
0.286 0.087 0.429
-0.190 -0.197 -0.468
-0.197 -0.087 0.072
-0.411 -0.106 0.214
0.363 -0.076 -0.070
0.004 -0.276 -0.163
-0.007 -0.911 -1.200
0.274 0.781 2.704
1.600 1.482 -0.074
-1.187 -1.037 -1.899
0.221 0.349 0.451
0.425 0.055 0.034
-0.280 -0.117 0.157
-0.605 -0.454 0.262
-0.375 -0.043 -0.489
-0.065 -0.103 0.053
-0.426 0.344 1.865
-1.250 -0.751 -0.740
-0.226 0.000 -0.397
0.696 -0.448 -0.407
0.215 -0.084 -0.364
-0.191 -0.151 0.257
0.217 0.002 -0.381
-0.084 0.778 0.344
0.286 0.185 -0.033
0.764 0.128 -0.140
0.799 0.385 0.065
0.680 1.082 -0.593
0.402 -1.224 0.891
-0.216 0.052 0.062
-0.170 -0.185 0.045
-0.417 -0.042 -0.030
0.041 -0.034 0.133
-0.635 0.419 -0.466
-0.618 0.059 0.164
0.134 -0.518 -0.272
-0.242 1.351 0.282
-1.741 1.266 -0.532
-0.011 0.080 -0.158
2.078 -2.040 1.407
-0.322 -0.136 -0.568
-0.720 -0.471 0.007
0.782 -0.207 0.050
0.072 0.056 -0.328
0.091 -0.095 -0.018
0.010 0.192 -0.140
0.522 2.133 -0.665
0.807 -0.659 0.149
-0.094 0.840 -0.156
-1.189 -0.976 0.836
0.219 -0.875 0.172
-0.274 0.029 0.426
0.120 0.125 -0.196
0.464 -0.637 -0.224
0.041 0.078 -0.170
-0.613 -0.054 -0.170

Calculated values
- Multiplicity: 1
- HOMO level: -7.9341 eV
- Frontier orbital gap: 8.574 eV
- Net charge: 0